# C4H5NO2

C4H5NO2 in the gas phase at a distorted geometry (the ωB97M-V functional and the def2-TZVPD basis, the Open Molecules 2025 dataset).

The value obtained for the highest occupied orbital energy is -10.74 eV. The total energy comes out at -360.62483 Eh.

Structure (XYZ):
```
12
C4H5NO2 | the Open Molecules 2025 dataset | the ωB97M-V functional and the def2-TZVPD basis
O -0.66 -1.92 -1.63
C -0.48 -1.26 -0.63
C 0.68 -0.27 -0.56
C 0.30 1.15 -0.11
N -0.13 1.16 1.24
C -0.57 0.91 2.30
O -1.27 -1.39 0.47
H 1.44 -0.68 0.12
H 1.12 -0.21 -1.55
H -0.50 1.56 -0.72
H 1.17 1.81 -0.19
H -1.09 -0.86 1.25
```